Computed, not measured: a cluster of 2 separate species, CH4NO3S in total, with ωB97M-V with the def2-TZVPD basis set.

Computed properties:
- Lowest unoccupied orbital energy: 2.9 eV
- Charge: -1
- HOMO level: -3.084 eV

XYZ file:
```
10
Properties=species:S:1:pos:R:3:forces:R:3
O 0.658 3.726 0.622 1.61 -1.18 0.42
H -0.363 -1.770 -1.170 0.86 0.64 -0.26
H -0.533 0.040 -0.464 -0.13 -1.75 -0.71
C -0.348 -1.087 -0.313 -0.41 2.18 0.57
O 1.501 -2.231 1.154 0.54 -1.73 0.27
H -1.189 -1.447 0.252 -0.31 -0.09 0.98
H 1.178 2.331 1.672 0.09 -0.58 0.10
S 1.195 -0.860 0.751 0.38 -0.16 -1.43
O 0.734 -0.090 1.923 -0.90 1.17 0.59
N 1.571 2.965 0.950 -1.73 1.50 -0.53
```
Forces are in eV/Å.

***

Computed, not measured: an isolated molecule of CH4NOP, with ωB97M-V with the def2-TZVPD basis set.

Computed properties:
- Lowest unoccupied orbital energy: -0.4 eV
- Charge: 0
- SMILES: O=NCP
- HOMO level: -9.390 eV

XYZ file:
```
8
Properties=species:S:1:pos:R:3:forces:R:3
P 0.919 -0.944 -0.013 -0.03 -1.04 0.34
N -1.476 -0.257 0.320 -2.04 0.74 -0.54
H 1.042 -0.937 -1.404 -0.73 0.27 -0.51
C -0.261 0.544 0.407 1.89 -0.89 -0.34
H -0.019 0.674 1.517 -0.48 0.35 -1.58
O -2.345 0.137 -0.443 1.75 -0.34 0.96
H 2.268 -0.566 -0.039 0.14 0.96 0.66
H -0.129 1.349 -0.346 -0.50 -0.05 1.02
```
Forces are in eV/Å.

***

Computed, not measured: a cluster of 2 separate species, CH4NOP in total, with ωB97M-V with the def2-TZVPD basis set.

Computed properties:
- Lowest unoccupied orbital energy (alpha / beta): 0.6 / -0.8 eV
- Charge: 0
- Multiplicity: 3
- HOMO level (alpha / beta): -6.317 / -9.910 eV

XYZ file:
```
8
Properties=species:S:1:pos:R:3:forces:R:3
P -0.447 -1.415 0.083 -0.72 -1.04 0.17
N -1.183 -0.299 -0.940 0.10 0.62 -0.40
H -0.887 -0.773 1.257 0.06 0.09 0.24
H 2.556 0.069 1.342 0.36 0.16 0.55
H -0.957 -0.387 -1.919 -0.03 -0.01 -0.02
C 2.264 -0.268 0.334 1.01 0.37 -1.66
H -1.209 0.673 -0.661 -0.16 -0.08 -0.05
O 2.926 -0.190 -0.647 -0.61 -0.11 1.16
```
Forces are in eV/Å.

***

Computed, not measured: a cluster of 2 separate species, CH4NOPS2 in total, with ωB97M-V with the def2-TZVPD basis set.

Computed properties:
- Lowest unoccupied orbital energy: 0.7 eV
- Charge: 0
- HOMO level: -8.947 eV

XYZ file:
```
10
Properties=species:S:1:pos:R:3:forces:R:3
H 0.202 0.301 1.700 0.32 -0.10 0.10
P 1.279 -0.053 -0.317 0.04 -0.01 -0.70
S -0.008 -1.725 -0.588 -0.04 -0.17 0.35
H 0.464 -2.000 -1.796 0.14 -0.06 -0.38
H 1.867 0.559 1.799 0.00 0.06 0.05
H 0.508 1.580 -2.207 0.19 0.01 -0.39
N 1.123 0.059 1.340 -0.52 0.18 0.45
C -2.265 0.029 0.795 -0.41 -0.16 -0.14
S 0.017 1.572 -0.977 -0.02 0.05 0.41
O -3.187 -0.321 0.252 0.29 0.19 0.23
```
Forces are in eV/Å.

***

Computed, not measured: the ion CH4NS2 with charge +1, with ωB97M-V with the def2-TZVPD basis set.

Computed properties:
- Lowest unoccupied orbital energy: -4.7 eV
- Charge: +1
- SMILES: [NH3+]C1SS1
- HOMO level: -13.603 eV

XYZ file:
```
8
Properties=species:S:1:pos:R:3:forces:R:3
N 0.783 -0.048 -0.400 2.50 0.10 4.36
S -1.748 -1.113 -0.102 0.91 0.26 1.12
H 1.434 -0.954 -0.155 -2.01 2.57 -1.72
S -1.672 0.954 -0.089 -0.98 0.99 -0.28
H 1.387 0.833 -0.173 -1.05 -1.92 -0.49
C -0.440 -0.030 0.614 0.49 -0.53 -2.93
H 0.341 0.164 -1.278 0.16 -0.87 -1.21
H -0.084 0.194 1.584 -0.02 -0.59 1.15
```
Forces are in eV/Å.

***

Computed, not measured: a structure of composition CH4O, with ωB97M-V with the def2-TZVPD basis set.

Computed properties:
- Lowest unoccupied orbital energy: -0.1 eV
- Charge: 0
- HOMO level: -10.655 eV

XYZ file:
```
6
Properties=species:S:1:pos:R:3:forces:R:3
C -0.290 -0.105 -0.061 -2.38 0.98 3.41
H -0.689 0.390 0.835 -0.05 -0.18 -0.63
H -0.490 0.526 -0.884 -0.17 0.64 -1.06
O 1.390 0.375 0.564 -2.55 -1.90 -2.13
H -0.826 -1.083 -0.117 1.70 0.18 -0.04
H 0.906 -0.102 -0.337 3.45 0.28 0.45
```
Forces are in eV/Å.

***

Computed, not measured: an isolated molecule of CH4O, with ωB97M-V with the def2-TZVPD basis set.

Computed properties:
- Lowest unoccupied orbital energy: 1.0 eV
- Charge: 0
- SMILES: CO
- HOMO level: -10.403 eV

XYZ file:
```
6
Properties=species:S:1:pos:R:3:forces:R:3
C 0.085 0.312 -0.151 0.47 -0.24 0.07
O -0.849 -0.640 0.355 1.15 -0.74 -0.03
H -0.409 1.046 -0.770 -0.23 -0.10 -0.43
H 0.502 0.874 0.685 0.40 0.01 0.01
H -0.216 -1.353 0.589 -1.28 0.21 0.13
H 0.886 -0.239 -0.708 -0.52 0.86 0.25
```
Forces are in eV/Å.

***

Computed, not measured: a cluster of 2 separate species, CH4O2 in total, with ωB97M-V with the def2-TZVPD basis set.

Computed properties:
- Lowest unoccupied orbital energy: 0.7 eV
- Charge: 0
- SMILES: C=O.O
- HOMO level: -9.917 eV

XYZ file:
```
7
Properties=species:S:1:pos:R:3:forces:R:3
H 1.540 -0.034 -1.269 0.04 0.09 0.07
O 1.506 0.686 -0.629 -0.01 -0.06 -0.08
H -0.447 0.017 1.058 0.24 0.50 0.10
H 2.302 1.204 -0.789 -0.05 -0.04 0.00
H -1.933 0.146 -0.067 -0.13 -0.34 0.25
O -1.612 -1.569 1.020 -0.57 -0.06 -0.23
C -1.356 -0.449 0.677 0.48 -0.08 -0.12
```
Forces are in eV/Å.

***

Computed, not measured: a cluster of 2 separate species, CH4O2P2 in total, with ωB97M-V with the def2-TZVPD basis set.

Computed properties:
- Lowest unoccupied orbital energy: -0.9 eV
- Charge: 0
- HOMO level: -9.420 eV

XYZ file:
```
9
Properties=species:S:1:pos:R:3:forces:R:3
C -0.576 0.713 0.281 3.75 1.52 -2.94
P 1.766 -0.267 -0.985 0.95 -0.65 -2.32
H -1.476 1.064 -0.165 -0.46 0.17 -0.27
P -0.331 -0.829 1.063 -0.66 -1.24 0.73
H -0.627 -0.275 2.342 -0.25 -0.28 -0.07
O 2.238 -0.905 -2.248 0.73 0.01 1.18
H -1.609 -1.307 0.664 0.08 -0.16 0.56
O 0.404 0.323 -1.456 -2.82 1.11 2.93
H 0.210 1.483 0.502 -1.31 -0.49 0.20
```
Forces are in eV/Å.

***

Computed, not measured: an isolated molecule of CH4O2P2, with ωB97M-V with the def2-TZVPD basis set.

Computed properties:
- Lowest unoccupied orbital energy (alpha / beta): -2.0 / -2.0 eV
- Charge: 0
- SMILES: C=[PH2]P(=O)=O
- HOMO level (alpha / beta): -8.989 / -8.988 eV

XYZ file:
```
9
Properties=species:S:1:pos:R:3:forces:R:3
P -0.537 0.367 0.122 0.62 -2.79 -3.64
H -0.764 1.060 -1.160 0.01 -0.89 1.35
O -3.194 -1.257 -0.300 0.79 -1.18 0.25
O -3.870 0.904 0.794 1.71 -0.57 1.03
H 1.221 -1.309 0.777 -0.84 0.89 -1.21
C 0.729 -0.732 -0.062 -0.08 0.33 0.36
P -2.865 -0.201 0.663 -2.25 1.82 -1.73
H 0.943 -0.980 -1.119 -0.28 -0.15 0.94
H -0.416 1.343 0.937 0.31 2.53 2.65
```
Forces are in eV/Å.

***

Computed values of strongest force on any atom (unit: eV Å⁻¹) for the preceding records, in sequence: 2.348; 2.238; 1.974; 0.711; 5.024; 4.272; 1.369; 0.614; 5.004; 4.630.